DFT (ωB97M-V/def2-TZVPD) results for a 2-piece molecular cluster, H3INPS overall in a non-equilibrium geometry.

Summary:
E_LUMO (spin up / spin down) (eV): -1.11 / -1.65
Max |F| (eV/Å): 5.2
Total charge: 0
ΔE to the lowest compared entry with this formula, charge and spin (eV): 2.218
Orbital gap (spin up / spin down) (eV): 7.703 / 7.077

Structure (XYZ):
```
7
H3INPS | the Open Molecules 2025 dataset | ωB97M-V/def2-TZVPD
N -1.862 1.425 0.447
P 1.090 0.308 0.432
S -3.349 1.426 0.874
I -4.575 -0.318 -0.164
H -1.535 1.586 -0.408
H 1.718 1.570 0.604
H 0.845 0.632 -0.897
```